Record 1
{"formula": "C12H19F5N5O2SSe4TcTe", "method": "wB97M-V/def2-TZVPD", "e_homo_ev": [-10.890, -10.988], "total_charge": 1, "lumo_ev": [-3.9568, -5.0321], "s2": 3.781, "energy_ev": -319592.938, "gap_ev": [6.93, 5.96], "multiplicity": 4, "symbols": ["Tc", "N", "C", "N", "C", "N", "C", "C", "N", "C", "C", "N", "H", "H", "H", "H", "H", "Se", "Se", "Se", "Se", "F", "Te", "F", "F", "F", "F", "O", "C", "C", "C", "S", "O", "C", "C", "C", "H", "H", "H", "H", "H", "H", "H", "H", "H", "H", "H", "H", "H", "H"], "positions_angstrom": [[-0.718, 1.983, -1.646], [-4.025, 3.794, 0.181], [-3.454, 3.529, -0.988], [-2.190, 3.219, -0.756], [-2.070, 3.264, 0.603], [-3.166, 3.625, 1.209], [-0.806, 2.845, 1.201], [-0.511, 2.916, 2.551], [0.663, 2.512, 3.026], [1.547, 2.062, 2.148], [1.273, 1.972, 0.787], [0.086, 2.349, 0.323], [-4.983, 4.051, 0.361], [-3.945, 3.557, -1.947], [-1.242, 3.301, 3.250], [2.514, 1.751, 2.524], [1.990, 1.586, 0.077], [0.701, 3.768, -2.611], [2.795, 2.986, -3.195], [2.983, 0.875, -2.257], [0.794, 0.160, -2.760], [0.751, 0.927, -4.350], [-2.493, -0.595, -2.241], [-3.938, 0.479, -1.689], [-1.930, 1.493, -3.140], [-3.668, -0.781, -3.736], [-3.266, -1.843, -1.066], [-1.626, 0.544, -0.800], [1.257, -1.681, 3.771], [1.332, -2.022, 2.285], [0.025, -1.650, 1.602], [-0.037, -1.813, -0.179], [1.073, -0.883, -0.681], [0.547, -3.509, -0.441], [2.045, -3.680, -0.693], [2.478, -3.352, -2.118], [2.171, -1.974, 4.285], [0.426, -2.197, 4.253], [1.117, -0.608, 3.922], [1.532, -3.087, 2.160], [2.153, -1.479, 1.814], [-0.215, -0.593, 1.751], [-0.823, -2.232, 1.973], [-0.033, -3.881, -1.287], [0.213, -4.058, 0.442], [2.273, -4.726, -0.479], [2.616, -3.083, 0.020], [1.794, -3.788, -2.849], [3.469, -3.757, -2.317], [2.520, -2.279, -2.291]], "lowdin_spin": [2.235, 0.004, 0.008, 0.006, 0.005, 0.003, 0.000, -0.001, 0.001, 0.001, 0.007, 0.004, 0.000, 0.000, 0.000, 0.000, 0.001, 0.312, 0.101, 0.015, -0.032, -0.006, 0.012, 0.009, 0.070, 0.004, 0.001, 0.231, 0.000, 0.000, 0.000, 0.004, 0.004, 0.001, 0.000, 0.000, 0.000, 0.000, 0.000, 0.000, 0.000, 0.000, 0.000, 0.000, 0.000, 0.000, 0.000, 0.000, 0.000, -0.001]}



Record 2
{"formula": "C12H19GeN3RuS2", "method": "wB97M-V/def2-TZVPD", "e_homo_ev": [-14.922, -14.902], "total_charge": 2, "lumo_ev": [-8.2067, -9.6616], "s2": 6.029, "energy_ev": -97971.639, "gap_ev": [6.72, 5.24], "multiplicity": 5, "symbols": ["Ru", "C", "S", "C", "S", "N", "N", "C", "C", "C", "C", "C", "C", "N", "H", "H", "H", "H", "H", "H", "H", "H", "C", "Ge", "C", "C", "C", "H", "H", "H", "H", "H", "H", "H", "H", "H", "H", "H"], "positions_angstrom": [[0.039, -0.574, 0.501], [4.027, 2.790, 1.706], [3.555, 2.688, -0.040], [2.061, 1.764, 0.167], [2.208, 0.022, 0.009], [0.937, 2.346, 0.352], [-0.127, 1.509, 0.432], [-1.295, 1.991, 0.178], [-2.402, 1.060, 0.121], [-3.718, 1.473, -0.006], [-4.719, 0.513, -0.081], [-4.370, -0.827, -0.041], [-3.031, -1.172, 0.083], [-2.067, -0.257, 0.169], [4.984, 3.306, 1.723], [4.148, 1.795, 2.129], [3.293, 3.365, 2.265], [-1.424, 3.048, -0.036], [-3.944, 2.530, -0.048], [-5.755, 0.810, -0.179], [-5.118, -1.604, -0.107], [-2.735, -2.212, 0.106], [2.001, -2.217, 2.552], [0.365, -3.007, 1.776], [-1.100, -2.083, 2.777], [0.254, -4.972, 1.795], [0.261, -2.483, -0.200], [2.174, -2.665, 3.532], [1.878, -1.144, 2.703], [2.880, -2.394, 1.934], [-0.957, -2.320, 3.832], [-2.101, -2.400, 2.491], [-1.042, -0.985, 2.710], [0.370, -5.302, 2.827], [1.055, -5.386, 1.187], [-0.707, -5.305, 1.409], [-0.583, -2.890, -0.758], [1.189, -2.690, -0.730]], "lowdin_spin": [2.667, -0.002, 0.008, 0.018, 0.336, 0.056, 0.027, 0.066, 0.010, 0.013, 0.012, 0.013, 0.024, 0.065, 0.000, 0.001, 0.000, 0.002, 0.000, 0.000, 0.001, 0.001, 0.026, 0.090, 0.037, 0.081, 0.360, 0.004, 0.003, 0.001, 0.005, 0.001, 0.009, 0.010, 0.000, 0.001, 0.028, 0.027]}



Record 3
{"formula": "C12H19IN", "method": "wB97M-V/def2-TZVPD", "e_homo_ev": -11.369, "total_charge": 1, "lumo_ev": -3.1372, "smiles": "CC1=CC2=C(CC1)[C@@]([NH3+])(I)[C@H](C)[C@H]2C", "energy_ev": -22333.904, "gap_ev": 8.23, "symbols": ["C", "C", "C", "C", "C", "C", "C", "C", "C", "C", "C", "C", "N", "I", "H", "H", "H", "H", "H", "H", "H", "H", "H", "H", "H", "H", "H", "H", "H", "H", "H", "H", "H"], "positions_angstrom": [[0.843, -1.347, 0.757], [0.311, -0.251, 0.055], [0.087, 0.867, 0.757], [1.279, -1.185, 2.039], [0.246, 1.142, 2.130], [1.375, 0.269, 2.644], [-0.255, -0.259, -1.372], [-0.460, 1.210, -1.787], [-0.832, 1.852, -0.445], [1.627, -2.296, 2.861], [0.731, -1.050, -2.348], [-1.655, 1.319, -2.793], [-2.319, 1.607, -0.059], [-0.285, 3.909, -0.356], [0.764, -2.321, 0.202], [0.473, 2.188, 2.384], [-0.738, 1.081, 2.773], [1.431, 0.157, 3.804], [2.348, 0.748, 2.317], [-1.294, -0.747, -1.564], [0.474, 1.762, -2.157], [1.828, -3.183, 2.271], [0.908, -2.464, 3.683], [2.631, -2.229, 3.354], [0.738, -2.069, -1.876], [1.605, -0.626, -2.369], [0.336, -1.133, -3.282], [-2.020, 2.313, -2.834], [-2.461, 0.612, -2.595], [-1.294, 1.029, -3.718], [-2.353, 1.610, 0.941], [-2.497, 0.658, -0.373], [-2.942, 2.242, -0.623]], "lowdin_charge": [-0.008, -0.179, -0.148, -0.250, -0.218, -0.103, -0.242, -0.366, -0.726, -0.079, 0.013, -0.039, 0.195, 0.970, 0.137, 0.107, 0.162, 0.154, 0.148, 0.163, 0.154, 0.085, 0.108, 0.109, 0.099, 0.031, 0.050, 0.067, 0.085, 0.068, 0.139, 0.141, 0.173]}



Record 4
{"formula": "C12H19N2", "method": "wB97M-V/def2-TZVPD", "e_homo_ev": -12.334, "total_charge": 1, "lumo_ev": -2.7644, "energy_ev": -15721.690, "gap_ev": 9.57, "symbols": ["C", "C", "C", "C", "C", "C", "C", "C", "C", "C", "C", "C", "N", "N", "H", "H", "H", "H", "H", "H", "H", "H", "H", "H", "H", "H", "H", "H", "H", "H", "H", "H", "H"], "positions_angstrom": [[2.865, -0.644, 0.046], [2.124, -1.883, 0.057], [2.375, 0.546, -0.020], [0.816, -1.912, -0.067], [0.699, 1.848, -1.457], [0.391, 2.271, -0.133], [-2.375, -0.832, -0.226], [-2.111, -0.209, 1.172], [0.902, 0.862, -0.364], [-0.077, -0.225, -0.107], [-1.107, -0.658, -2.306], [-0.037, 0.464, 2.340], [-1.210, -0.212, -0.949], [-0.666, -0.356, 1.351], [3.883, -0.816, 0.245], [2.657, -2.701, 0.342], [2.968, 1.385, -0.131], [0.156, -2.772, -0.131], [-0.006, 1.908, -2.253], [1.601, 2.061, -1.778], [0.918, 2.991, 0.450], [-0.651, 2.372, 0.172], [-2.270, -1.888, -0.174], [-3.361, -0.464, -0.525], [-2.387, 0.822, 1.131], [-2.691, -0.730, 1.867], [-1.795, -0.051, -2.905], [-0.147, -0.400, -2.721], [-1.242, -1.721, -2.371], [-0.055, 1.486, 2.115], [-0.639, 0.537, 3.295], [0.982, 0.259, 2.386], [-0.507, -1.340, 1.647]], "lowdin_charge": [-0.082, -0.097, 0.006, 0.083, -0.062, -0.077, -0.069, -0.081, -0.298, -0.197, -0.050, 0.008, -0.147, -0.061, 0.106, 0.082, 0.106, 0.093, 0.126, 0.073, 0.119, 0.118, 0.111, 0.143, 0.134, 0.123, 0.109, 0.090, 0.091, 0.072, 0.150, 0.097, 0.181]}



Record 5
{"formula": "C12H19N3O5P3S", "method": "wB97M-V/def2-TZVPD", "e_homo_ev": -11.722, "total_charge": 1, "lumo_ev": -5.4840, "energy_ev": -66146.966, "gap_ev": 6.24, "symbols": ["C", "C", "N", "C", "C", "C", "P", "C", "O", "C", "C", "O", "O", "P", "S", "C", "C", "C", "O", "C", "O", "N", "P", "N", "H", "H", "H", "H", "H", "H", "H", "H", "H", "H", "H", "H", "H", "H", "H", "H", "H", "H", "H"], "positions_angstrom": [[1.979, -3.953, 0.683], [2.336, -2.507, 0.057], [3.178, -1.770, 0.778], [1.680, -1.958, -1.334], [0.958, -0.575, -0.934], [-0.458, -0.728, -0.257], [-1.288, -2.433, 0.020], [-1.401, -2.754, 1.895], [-2.907, -2.423, -0.554], [-1.193, 0.602, 0.203], [-2.620, 0.621, 0.925], [-2.673, 0.936, 2.146], [-3.793, 0.289, 0.194], [-4.478, 1.664, -0.606], [-5.940, 2.345, 0.477], [-0.456, 1.956, -0.044], [-1.014, 3.403, 0.398], [-0.403, 3.670, 1.882], [0.382, 4.612, 2.139], [0.914, 1.900, -0.760], [1.572, 3.158, -0.996], [1.601, 0.697, -1.190], [3.189, 0.934, -1.982], [4.339, 1.309, -0.903], [1.287, -4.577, 0.026], [2.985, -4.469, 0.898], [1.513, -3.744, 1.719], [3.334, -0.858, 0.312], [0.857, -2.660, -1.730], [2.446, -1.855, -2.171], [-0.810, -3.702, 2.122], [-2.519, -2.968, 2.102], [-1.032, -1.863, 2.517], [-2.917, -2.785, -1.473], [-5.030, 1.296, -1.891], [-3.520, 2.700, -0.874], [-2.152, 3.426, 0.536], [-0.647, 4.160, -0.375], [-0.778, 2.962, 2.716], [1.668, 3.526, -0.073], [3.662, -0.217, -2.686], [3.078, 2.044, -2.906], [5.072, 0.588, -1.006]], "lowdin_charge": [-0.064, -0.330, 0.128, -0.113, -0.124, -0.164, 0.916, -0.244, -0.332, 0.041, -0.425, 0.112, -0.279, 0.356, 0.205, -0.020, -0.078, -0.171, 0.032, -0.146, 0.004, -0.095, 0.801, -0.273, 0.074, 0.097, 0.078, 0.006, 0.094, 0.089, 0.039, 0.074, 0.063, 0.065, 0.007, -0.015, 0.105, 0.136, 0.148, 0.142, 0.031, 0.050, -0.019]}



Record 6
{"formula": "C12H19N4", "method": "wB97M-V/def2-TZVPD", "e_homo_ev": -11.534, "total_charge": 1, "lumo_ev": -2.4261, "smiles": "c1cnc(N2CC[N+]3(CCCC3)CC2)nc1", "energy_ev": -18706.428, "gap_ev": 9.11, "symbols": ["N", "N", "C", "C", "C", "C", "N", "C", "C", "C", "C", "C", "C", "C", "C", "N", "H", "H", "H", "H", "H", "H", "H", "H", "H", "H", "H", "H", "H", "H", "H", "H", "H", "H", "H"], "positions_angstrom": [[0.753, -2.796, 1.886], [-1.489, -2.188, 2.164], [-0.247, -1.954, 1.760], [0.466, -3.998, 2.349], [-1.784, -3.431, 2.565], [-0.801, -4.374, 2.722], [-0.002, -0.687, 1.234], [1.339, -0.134, 0.912], [-1.099, 0.271, 0.905], [-0.035, 2.588, -2.962], [-0.035, 3.388, -1.606], [1.408, 0.109, -0.612], [-1.012, 0.610, -0.618], [0.407, 1.174, -2.550], [0.677, 2.423, -0.572], [0.350, 1.060, -1.055], [1.255, -4.705, 2.391], [-2.800, -3.704, 2.874], [-1.006, -5.359, 3.128], [2.160, -0.815, 1.234], [1.486, 0.796, 1.457], [-0.989, 1.220, 1.459], [-2.098, -0.132, 1.143], [-1.041, 2.506, -3.360], [0.674, 2.957, -3.708], [-1.064, 3.588, -1.268], [0.472, 4.346, -1.715], [2.434, 0.448, -0.864], [1.291, -0.860, -1.123], [-1.330, -0.274, -1.189], [-1.715, 1.411, -0.894], [-0.193, 0.371, -3.064], [1.440, 0.980, -2.895], [0.346, 2.591, 0.477], [1.782, 2.574, -0.604]], "lowdin_charge": [0.135, 0.127, -0.382, -0.114, -0.105, -0.057, -0.051, -0.100, -0.087, -0.117, -0.103, -0.098, -0.062, -0.116, -0.090, -0.252, 0.106, 0.122, 0.111, 0.138, 0.117, 0.120, 0.126, 0.112, 0.122, 0.112, 0.115, 0.148, 0.152, 0.146, 0.142, 0.155, 0.140, 0.136, 0.153]}